The following is a DFT calculation (ωB97M-V with the def2-TZVPD basis set) of a cluster of 2 separate species, C10H9N2O2 in total.

Structure (XYZ):
```
23
Properties=species:S:1:pos:R:3
C -0.08067 1.75056 3.20414
C -1.11394 0.85552 3.24756
C 0.03181 0.70866 1.31664
C 1.01964 -0.73657 -2.66937
C 1.83605 0.13217 -1.92567
C -0.05335 -1.20575 -2.00479
C 1.49036 0.64285 -0.72908
C 3.40643 -3.03626 -1.57411
C -0.50066 -0.77897 -0.62350
C 0.43704 0.18388 0.04685
N 0.65225 1.67666 2.01732
N -1.10156 0.20177 1.98796
O 2.34618 -3.47057 -1.31869
O 4.50169 -2.65276 -1.62144
H 0.40232 2.49101 3.94231
H -1.87355 0.55006 3.92278
H 1.41730 -1.12605 -3.59984
H 2.64226 0.49875 -2.49841
H -0.70930 -1.88353 -2.53665
H 2.07714 1.47155 -0.28524
H -1.47693 -0.25017 -0.87284
H -1.13609 -1.56427 -0.05202
H -1.79804 -0.50058 1.73240
```

For the HOMO energy, the calculation gives -1.352 eV. The total charge is -1. Its energy above the lowest of the compared OMol25 structures with the same formula, charge and spin is 139.6 kJ/mol. The largest force on an atom comes out at 3.128 eV/Å. The HOMO-LUMO gap comes out at 4.44 eV.

Atomic charges from the natural (NBO) analysis, expressed in e, are listed below:
1. C -0.10
2. C -0.20
3. C 0.39
4. C -0.23
5. C -0.46
6. C -0.24
7. C -0.11
8. C 1.03
9. C -0.42
10. C -0.29
11. N -0.55
12. N -0.59
13. O -0.51
14. O -0.53
15. H 0.19
16. H 0.19
17. H 0.19
18. H 0.17
19. H 0.17
20. H 0.21
21. H 0.13
22. H 0.16
23. H 0.41

=====

The following is a DFT calculation (ωB97M-V with the def2-TZVPD basis set) of a structure of composition C10H9N5O3.

Structure (XYZ):
```
27
Properties=species:S:1:pos:R:3
C 0.95127 1.66525 -3.50373
O -0.12577 0.72854 -3.78249
C -0.76517 0.28658 -2.69921
N -1.86336 -0.45421 -2.92234
C -2.53527 -0.79112 -1.82498
N -3.81255 -1.29780 -1.71585
O -4.11536 -1.24292 -0.37200
N -2.97080 -0.70885 0.39654
O -3.08243 -0.58949 1.60422
C -1.98594 -0.46320 -0.52057
C -0.83284 0.28961 -0.39846
N -0.23576 0.64761 -1.51810
H 1.45748 1.78175 -4.45929
H 0.54325 2.62558 -3.17203
H 1.63231 1.27655 -2.74007
H -0.44633 0.60209 0.60670
N 0.51032 0.08802 1.44632
C 0.70379 0.71316 2.62596
C 1.67873 0.31411 3.54217
C 2.49898 -0.77137 3.22410
C 2.31443 -1.40470 1.99321
C 1.31223 -0.94277 1.12815
H 0.04880 1.56288 2.83435
H 1.77648 0.86118 4.48193
H 3.26594 -1.11429 3.91656
H 2.92160 -2.24900 1.67273
H 1.15596 -1.41321 0.15616
```

For the HOMO energy, the calculation gives -8.454 eV. The total charge is 0. Its energy above the lowest of the compared OMol25 structures with the same formula, charge and spin is 465.4 kJ/mol. The largest force on an atom comes out at 5.909 eV/Å. The HOMO-LUMO gap comes out at 7.54 eV.

Atomic charges from the natural (NBO) analysis, expressed in e, are listed below:
1. C -0.26
2. O -0.46
3. C 0.70
4. N -0.50
5. C 0.31
6. N -0.13
7. O -0.17
8. N 0.42
9. O -0.37
10. C -0.11
11. C 0.11
12. N -0.55
13. H 0.19
14. H 0.19
15. H 0.20
16. H 0.30
17. N -0.47
18. C 0.06
19. C -0.25
20. C -0.15
21. C -0.24
22. C 0.06
23. H 0.21
24. H 0.23
25. H 0.23
26. H 0.23
27. H 0.21

=====

Number 1: electronic energy -646.4381 a.u.. Number 2: electronic energy -885.7270 a.u..